Model A:
Below is a molecular structure, C3H10NS, with properties calculated with the ωB97M-V functional and the def2-TZVPD basis.

Results
net charge	+1
highest occupied orbital energy	-14.111	eV
gap between HOMO and LUMO	9.119	eV

Last column: natural (NBO) charge in e.
Cartesian coordinates (Å):
C (-1.58, 0.51, 0.03)  -0.0933
N (-2.81, 0.10, -0.63)  -0.7881
H (-1.15, 1.47, 0.06)  0.2123
H (-1.47, -0.02, 0.98)  0.2001
H (-2.79, -0.17, -1.66)  0.4224
H (-3.17, -0.70, -0.05)  0.3945
C (2.20, 0.90, -0.80)  -0.3761
S (0.25, -0.30, -0.69)  0.0969
C (0.91, -1.10, 1.27)  -0.4274
H (1.74, 1.87, -0.46)  0.2516
H (2.48, 0.62, -1.84)  0.2497
H (2.69, 0.30, -0.15)  0.1813
H (-0.02, -0.94, 1.75)  0.2051
H (0.96, -2.12, 0.87)  0.2461
H (1.75, -0.41, 1.31)  0.2250


Model B:
Below is 2 unconnected molecules or ions with the total composition C3H10NS, with properties calculated with the ωB97M-V functional and the def2-TZVPD basis.

Results
net charge	+1
highest occupied orbital energy	-13.026	eV
gap between HOMO and LUMO	7.507	eV

Last column: natural (NBO) charge in e.
Cartesian coordinates (Å):
C (-3.22, -0.26, -0.91)  0.1557
N (-2.82, 0.21, 0.20)  -0.5756
H (-4.28, -0.17, -1.13)  0.2336
H (-2.58, -0.93, -1.46)  0.2411
H (-1.82, 0.15, 0.47)  0.4512
H (-3.46, 0.55, 0.91)  0.4435
C (2.93, -0.05, 0.20)  -0.6437
C (1.47, -0.45, 0.25)  -0.4724
S (0.19, 0.84, -0.24)  -0.1566
H (3.62, -0.86, -0.03)  0.2449
H (3.29, 0.36, 1.16)  0.2284
H (3.11, 0.84, -0.40)  0.2217
H (1.29, -1.41, -0.24)  0.2263
H (1.14, -0.62, 1.28)  0.2141
H (1.15, 1.79, -0.05)  0.1878


How do the structures above rank in stability at the extremes? model B comes first and model A comes last.